(1)
ORCA calculation (ωB97M-V/def2-TZVPD) on 2 unconnected molecules or ions with the total composition C3H12N2O in a non-equilibrium geometry.

The geometry in ORCA input format:
```
! wB97M-V def2-TZVPD RIJCOSX def2/J DEFGRID3
* xyz 0 1
N -0.17 -0.22 2.82
C -0.38 0.29 1.45
C 0.69 -0.51 0.52
N 0.57 0.13 -0.88
C 1.12 -0.76 -2.02
H -0.71 -1.15 2.87
H -0.66 0.40 3.50
H -1.35 0.12 1.08
H -0.17 1.32 1.30
H 1.72 -0.38 0.91
H 0.44 -1.65 0.41
H 1.24 0.88 -0.85
H 2.16 -0.85 -2.27
H 0.77 -1.78 -1.85
H 0.57 -0.35 -2.82
H -1.32 1.49 -0.90
H -2.30 1.44 -2.08
O -2.21 1.60 -1.18
*
```

Output
DFT total energy	-306.19596	Ha
gap between HOMO and LUMO	10.48	eV
structure (SMILES)	CNCCN.O
energy relative to the best compared isomer or geometry (same formula, charge and spin)	30.1	kcal per mole
HOMO energy	-9.5	eV


(2)
ORCA calculation (ωB97M-V/def2-TZVPD) on a single C5H11NO molecule.

The geometry in ORCA input format:
```
! wB97M-V def2-TZVPD RIJCOSX def2/J DEFGRID3
* xyz 0 1
C 1.23 -1.85 0.93
C -0.07 -1.10 1.22
C 0.13 0.41 1.41
N 0.82 1.06 0.30
C 0.35 1.47 -0.89
O -0.97 1.19 -0.95
C -1.55 1.59 -2.19
H 1.06 -2.93 0.86
H 1.67 -1.52 -0.02
H 1.97 -1.69 1.72
H -0.78 -1.26 0.40
H -0.53 -1.50 2.13
H -0.84 0.89 1.56
H 0.73 0.59 2.31
H 1.81 1.22 0.41
H -2.24 0.80 -2.51
H -0.76 1.74 -2.93
H -2.11 2.52 -2.05
*
```

Output
DFT total energy	-327.04501	Ha
gap between HOMO and LUMO	9.52	eV
energy relative to the best compared isomer or geometry (same formula, charge and spin)	54.2	kcal per mole
HOMO energy	-8.5	eV


(3)
ORCA calculation (ωB97M-V/def2-TZVPD) on a molecular structure, C29H30NO2Sb2Sc.

The geometry in ORCA input format:
```
! wB97M-V def2-TZVPD RIJCOSX def2/J DEFGRID3
* xyz 2 1
Sc -0.83 -1.19 -1.26
N -2.70 -2.35 -1.82
C -2.28 -3.74 -2.20
C -0.84 -3.74 -2.70
O -0.37 -4.63 -3.32
O -0.16 -2.61 -2.34
H -3.46 -2.41 -1.14
H -3.12 -1.90 -2.63
H -2.93 -4.17 -2.96
H -2.34 -4.38 -1.31
C -0.08 -2.56 0.78
C -0.66 -1.67 1.87
C -1.45 -0.52 1.28
Sb -0.21 1.18 0.59
C -1.31 2.66 1.60
C -2.70 2.70 1.64
C -3.34 3.71 2.35
C -2.58 4.67 3.01
C -1.20 4.63 2.97
C -0.56 3.62 2.26
C -1.34 1.22 -1.32
C -2.68 0.81 -1.45
C -3.37 0.97 -2.65
C -2.73 1.53 -3.75
C -1.41 1.95 -3.64
C -0.72 1.79 -2.45
Sb 2.12 -2.54 0.10
C 2.67 -1.57 1.90
C 2.99 -0.22 2.00
C 3.33 0.32 3.23
C 3.35 -0.48 4.37
C 3.04 -1.83 4.27
C 2.71 -2.37 3.04
C 2.66 -0.93 -1.23
C 1.98 -0.20 -2.20
C 2.63 0.64 -3.08
C 4.01 0.78 -3.00
C 4.71 0.08 -2.04
C 4.04 -0.77 -1.16
H -0.86 -2.89 0.06
H 0.13 -3.55 1.21
H 0.15 -1.31 2.51
H -1.31 -2.27 2.51
H -2.07 -0.01 2.02
H -2.20 -0.95 0.58
H -3.31 1.96 1.13
H -4.42 3.75 2.39
H -3.08 5.46 3.56
H -0.62 5.38 3.48
H 0.53 3.61 2.23
H -3.23 0.44 -0.59
H -4.41 0.68 -2.72
H -3.26 1.66 -4.68
H -0.92 2.41 -4.49
H 0.31 2.12 -2.38
H 3.00 0.41 1.12
H 3.60 1.37 3.31
H 3.62 -0.06 5.33
H 3.07 -2.46 5.15
H 2.49 -3.44 2.98
H 0.90 -0.24 -2.36
H 2.08 1.18 -3.85
H 4.54 1.43 -3.69
H 5.79 0.18 -1.97
H 4.63 -1.31 -0.43
*
```

Output
DFT total energy	-2568.98164	Ha
gap between HOMO and LUMO	6.90	eV
energy relative to the best compared isomer or geometry (same formula, charge and spin)	41.6	kcal per mole
HOMO energy	-14.0	eV


(4)
ORCA calculation (ωB97M-V/def2-TZVPD) on 2 unconnected molecules or ions with the total composition C3H7OS in a non-equilibrium geometry.

The geometry in ORCA input format:
```
! wB97M-V def2-TZVPD RIJCOSX def2/J DEFGRID3
* xyz -1 1
O -2.76 -1.06 -2.62
C -2.31 -1.12 -1.51
H -2.52 -1.96 -0.84
H -1.57 -0.41 -1.11
C 1.53 0.74 1.47
C 0.75 0.60 0.15
S 0.98 -1.03 -0.65
H 1.37 1.73 1.88
H 2.56 0.41 1.31
H 1.15 -0.03 2.16
H 1.12 1.33 -0.57
H -0.30 0.79 0.33
*
```

Output
DFT total energy	-591.92923	Ha
gap between HOMO and LUMO	6.62	eV
energy relative to the best compared isomer or geometry (same formula, charge and spin)	24.5	kcal per mole
HOMO energy	-2.5	eV


(5)
ORCA calculation (ωB97M-V/def2-TZVPD) on a molecular structure, C49H55Br2N4O7PTi in a non-equilibrium geometry.

The geometry in ORCA input format:
```
! wB97M-V def2-TZVPD RIJCOSX def2/J DEFGRID3
* xyz 0 1
Ti -8.23 1.28 19.86
C -8.30 7.19 19.16
C -8.92 6.16 18.29
C -10.23 6.49 17.86
C -10.66 5.81 16.77
C -9.94 4.65 16.33
C -10.18 3.99 15.12
Br -11.14 4.94 13.88
C -9.39 2.93 14.68
C -8.54 2.34 15.67
Br -7.16 1.23 15.02
C -8.49 2.74 17.03
O -8.01 2.15 18.10
C -8.93 4.13 17.20
N -8.28 4.99 18.00
H -8.98 8.04 19.21
H -7.42 7.58 18.60
H -8.06 6.90 20.18
H -10.85 7.19 18.44
H -11.56 6.16 16.25
H -9.36 2.55 13.68
C -13.99 -0.44 23.12
C -13.22 0.54 22.34
C -13.90 1.90 22.23
O -11.97 0.90 22.96
C -10.91 0.81 21.96
C -11.51 -0.09 20.89
O -12.91 0.02 21.04
C -11.02 -0.04 19.34
O -9.72 0.55 19.24
C -10.96 -1.51 18.84
C -12.14 -2.32 18.83
C -12.10 -3.58 18.32
C -10.89 -4.13 17.84
C -9.71 -3.40 17.90
C -9.71 -2.14 18.55
C -12.04 0.88 18.56
C -11.85 2.27 18.67
C -12.92 3.07 18.32
C -14.09 2.55 17.74
C -14.14 1.19 17.42
C -13.10 0.36 17.74
C -9.49 0.47 22.57
O -8.46 0.79 21.64
C -9.36 -0.99 23.06
C -8.25 -1.77 22.63
C -7.92 -2.96 23.26
C -8.85 -3.54 24.11
C -10.04 -2.87 24.39
C -10.32 -1.59 23.89
C -9.20 1.38 23.80
C -10.05 1.47 24.89
C -9.74 2.20 26.01
C -8.56 2.95 26.12
C -7.63 2.73 25.08
C -7.95 2.03 23.93
H -14.25 0.11 24.08
H -13.37 -1.34 23.37
H -14.88 -0.82 22.62
H -14.25 2.31 23.20
H -14.84 1.84 21.61
H -13.22 2.56 21.76
H -10.74 1.80 21.59
H -11.24 -1.10 21.14
H -13.08 -1.92 19.23
H -12.97 -4.25 18.38
H -10.81 -5.17 17.40
H -8.75 -3.83 17.58
H -8.77 -1.60 18.81
H -11.04 2.75 19.14
H -12.76 4.14 18.42
H -14.90 3.29 17.58
H -15.01 0.72 16.90
H -13.06 -0.69 17.51
H -7.60 -1.24 21.99
H -6.91 -3.38 23.05
H -8.75 -4.60 24.46
H -10.71 -3.39 25.05
H -11.24 -1.08 24.09
H -10.96 0.87 24.92
H -10.52 2.16 26.76
H -8.37 3.67 26.89
H -6.71 3.36 25.02
H -7.21 1.96 23.13
C -6.84 4.00 21.00
C -7.97 3.17 20.62
O -9.15 3.51 20.56
H -7.08 4.61 21.89
H -6.50 4.68 20.21
H -5.93 3.34 21.16
C -4.98 -2.80 19.52
N -5.17 -1.54 18.70
C -5.92 -1.70 17.46
P -5.12 -0.12 19.46
O -6.45 0.35 20.01
N -4.54 0.91 18.37
C -3.56 0.53 17.40
C -4.74 2.39 18.57
N -3.96 -0.25 20.63
C -4.25 -0.23 22.06
C -2.60 -0.70 20.36
H -4.23 -3.39 18.99
H -5.94 -3.38 19.59
H -4.62 -2.52 20.52
H -5.50 -2.50 16.84
H -5.89 -0.75 16.94
H -6.98 -1.96 17.61
H -3.79 0.88 16.36
H -3.51 -0.58 17.49
H -2.55 0.93 17.75
H -4.54 2.71 19.61
H -5.71 2.69 18.26
H -3.93 2.78 17.90
H -3.34 0.07 22.61
H -4.65 -1.19 22.33
H -4.93 0.62 22.28
H -2.37 -0.83 19.32
H -2.39 -1.57 20.95
H -1.98 0.12 20.71
*
```

Output
DFT total energy	-8984.79275	Ha
gap between HOMO and LUMO	7.37	eV
HOMO energy	-7.2	eV


(6)
ORCA calculation (ωB97M-V/def2-TZVPD) on 2 unconnected molecules or ions with the total composition C3H8N2O2 in a non-equilibrium geometry.

The geometry in ORCA input format:
```
! wB97M-V def2-TZVPD RIJCOSX def2/J DEFGRID3
* xyz 0 3
C -1.72 1.12 -0.10
C 1.86 0.23 0.97
C 0.77 -0.96 -0.94
N -2.54 0.04 0.02
N -2.66 -1.07 -0.12
O -0.32 -1.52 -0.33
O 1.28 0.24 -0.31
H -1.62 1.62 0.87
H -2.35 1.80 -0.53
H -0.80 0.64 -0.44
H 2.78 -0.27 0.79
H 1.27 -0.45 1.79
H 1.87 1.21 1.23
H 1.45 -1.88 -0.85
H 0.70 -0.75 -2.06
*
```

Output
DFT total energy	-378.84822	Ha
gap between HOMO and LUMO (spin up / spin down)	6.71 / 8.78	eV
<S²>	2.0073
energy relative to the best compared isomer or geometry (same formula, charge and spin)	71.5	kcal per mole
HOMO energy (spin up / spin down)	-5.8 / -10.5	eV


What is the DFT total energy in the third record?
-2568.98164 Ha